No. 1
This record from the Open Molecules 2025 dataset describes a structure of composition C25H21BF3N4O7PbS. The level of theory is the ωB97M-V functional and the def2-TZVPD basis.

Last column: Mulliken spin population.
Cartesian coordinates (Å):
Pb1 -0.20767 0.61162 -0.26010  0.135
O1 -4.47038 0.18622 -1.76752  0.002
C1 -3.44084 0.22152 -1.09655  0.006
O2 -2.40607 0.93935 -1.26696  -0.002
C2 -3.44245 -0.71593 0.11906  -0.005
C3 -4.66100 -1.08073 0.69302  0.001
C4 -4.66452 -1.85799 1.83078  -0.001
C5 -3.44950 -2.28030 2.35619  0.000
C6 -2.29692 -1.91158 1.69390  0.004
N1 -2.28454 -1.13946 0.60915  -0.011
C7 -0.99852 -2.44157 2.20380  0.002
O3 -0.82402 -2.94034 3.26673  0.000
O4 0.07991 -2.22889 1.36130  0.039
H1 -5.57122 -0.73851 0.21990  0.000
H2 -5.59616 -2.13986 2.30495  0.000
H3 -3.37625 -2.88900 3.24722  0.000
F1 5.91175 -3.10152 -0.07367  0.000
C8 5.87713 -1.75712 0.09255  -0.002
C9 4.68565 -1.10333 -0.04385  -0.002
C10 4.61894 0.27918 0.06906  -0.002
C11 3.27795 0.91190 -0.07424  -0.016
O5 2.33321 0.17884 -0.32720  -0.042
C12 3.26052 2.33974 0.11442  0.003
C13 4.44311 2.96544 0.30660  0.000
N2 5.69003 2.39683 0.37832  0.000
C14 6.79323 3.34335 0.33579  0.000
C15 8.04944 3.27272 1.14892  0.000
C16 8.09629 3.09018 -0.35366  0.000
C17 5.78574 1.01516 0.31793  0.000
C18 6.97644 0.30986 0.52955  0.000
C19 7.04509 -1.06478 0.40439  0.000
N3 8.31498 -1.68615 0.63059  0.000
C20 8.37293 -3.12133 0.90551  0.000
C21 9.80811 -3.44365 1.38298  0.000
N4 10.44292 -2.14324 1.78197  0.000
C22 10.70873 -1.31383 0.55896  0.000
C23 9.40325 -1.30213 -0.26349  0.000
C24 2.03530 3.28966 0.10929  0.000
O6 2.31254 4.47995 0.28805  0.001
O7 0.89361 2.78160 -0.05856  0.000
H4 3.77230 -1.64878 -0.26186  0.003
H5 4.39451 4.04250 0.41492  0.000
H6 6.39664 4.33728 0.21139  0.000
H7 8.21386 2.43708 1.81356  0.000
H8 8.41478 4.21066 1.54463  0.000
H9 8.26758 2.10714 -0.76765  0.000
H10 8.50558 3.89211 -0.95265  0.000
H11 7.87810 0.81774 0.83307  0.000
H12 8.13979 -3.74080 0.03810  0.000
H13 7.65156 -3.35536 1.68502  0.000
H14 10.42009 -3.87034 0.59283  0.000
H15 9.81051 -4.11876 2.23360  0.000
H16 11.27971 -2.26921 2.34472  0.000
H17 9.73056 -1.63264 2.31109  0.000
H18 11.53590 -1.76163 0.01503  0.000
H19 10.99583 -0.31915 0.89166  0.000
H20 9.48048 -1.98770 -1.11606  0.000
H21 9.23046 -0.30746 -0.65907  0.000
F2 1.55104 -2.90674 -0.30102  0.002
B1 0.40158 -3.06675 0.34337  -0.009
F3 -0.38478 -4.07682 -0.01917  0.000
S1 -0.14434 0.17706 -4.00680  0.299
C25 0.07662 -0.01892 -2.47417  0.596

Calculated values
**Frontier orbital gap (alpha / beta)**: 2.43 / 5.17 eV
**Spin multiplicity**: 2
**LUMO (alpha / beta)**: -1.955 / -1.955 eV
**ΔE to the lowest compared entry with this formula, charge and spin**: 351.4 kJ/mol
**E_HOMO (alpha / beta)**: -4.38 / -7.12 eV


No. 2
This record from the Open Molecules 2025 dataset describes a structure of composition C25H21BHgN12S. The level of theory is the ωB97M-V functional and the def2-TZVPD basis.

Last column: Löwdin charge in e.
Cartesian coordinates (Å):
Hg1 0.59353 1.41423 0.23022  0.977
C1 0.17087 -3.24621 -0.00387  -0.053
C2 0.38017 -1.98881 -0.56530  -0.153
N1 0.36828 -1.05606 0.37321  0.004
N2 0.15496 -1.67069 1.54689  0.022
C3 0.03212 -2.99266 1.34213  -0.068
B1 0.09052 -0.79534 2.81954  -0.635
N3 -1.08691 0.19867 2.64155  0.014
C4 -2.20437 0.26754 3.38032  -0.066
C5 -3.00016 1.27438 2.88111  -0.048
C6 -2.27911 1.77867 1.80368  -0.155
N4 -1.13410 1.12182 1.67397  -0.053
N5 1.44247 -0.03800 2.93129  0.015
C7 2.34745 -0.14246 3.91497  -0.067
C8 3.40206 0.69837 3.63466  -0.050
C9 3.05393 1.28923 2.42424  -0.151
N6 1.87672 0.83477 2.01532  -0.052
N7 -0.12640 -1.47837 4.15723  -0.020
C10 -0.30078 -2.73613 4.61933  -0.076
C11 -0.45294 -2.67896 5.98374  -0.062
C12 -0.35618 -1.31414 6.28114  -0.151
N8 -0.16242 -0.61303 5.18693  0.048
H1 0.12698 -4.19246 -0.50402  0.091
H2 0.53404 -1.74355 -1.59822  0.093
H3 -0.14673 -3.69620 2.12471  0.092
H4 -2.38049 -0.38678 4.20817  0.116
H5 -3.95601 1.59472 3.24412  0.092
H6 -2.53250 2.57216 1.12430  0.102
H7 2.20765 -0.79414 4.75173  0.116
H8 4.28477 0.86071 4.21911  0.091
H9 3.59015 2.01484 1.84064  0.105
H10 -0.31021 -3.59554 3.98550  0.090
H11 -0.60960 -3.49276 6.66051  0.087
H12 -0.41762 -0.82122 7.22916  0.101
N9 -0.46804 0.51583 -4.27114  0.125
C13 -1.83513 0.69749 -4.51236  -0.238
C14 -2.30191 0.74691 -5.81562  -0.023
C15 -3.65662 0.91090 -6.07589  -0.085
C16 -4.55317 1.02241 -5.03309  -0.087
C17 -4.09333 0.97942 -3.72200  -0.101
C18 -2.74915 0.81910 -3.46670  -0.426
S1 -2.16638 0.79229 -1.77414  0.979
N10 -0.52348 0.80018 -1.94237  -0.341
C19 0.12303 0.66042 -3.03896  -0.350
C20 1.58983 0.56613 -2.94269  -0.201
C21 2.43580 0.41523 -4.04433  0.002
C22 3.78825 0.21805 -3.82342  -0.050
C23 4.27299 0.19296 -2.52717  -0.036
C24 3.36814 0.40273 -1.49805  -0.112
N11 2.07805 0.57679 -1.69814  0.058
H13 0.11295 0.47825 -5.09161  0.121
H14 -1.60008 0.65146 -6.63151  0.111
H15 -3.99704 0.95189 -7.09917  0.104
H16 -5.60558 1.14613 -5.22836  0.103
H17 -4.77412 1.06531 -2.88980  0.107
H18 2.06788 0.45588 -5.05806  0.104
H19 4.45365 0.08331 -4.66120  0.111
H20 5.31661 0.02004 -2.31485  0.109
H21 3.69134 0.42195 -0.46597  0.105
N12 0.97997 4.52674 -0.63429  -0.064
C25 0.84539 3.43559 -0.29709  -0.425

Calculated values
**Frontier orbital gap**: 7.19 eV
**Spin multiplicity**: 1
**LUMO**: -0.522 eV
**ΔE to the lowest compared entry with this formula, charge and spin**: 48.1 kJ/mol
**E_HOMO**: -7.71 eV


No. 3
This record from the Open Molecules 2025 dataset describes a structure of composition C25H21CeN5O6PS3. The level of theory is the ωB97M-V functional and the def2-TZVPD basis.

Last column: Löwdin charge in e.
Cartesian coordinates (Å):
Ce1 -0.46443 -0.18373 -0.78498  0.632
S1 -1.01536 1.83404 1.23196  0.813
C1 -2.65008 2.30513 0.85750  -0.567
C2 -3.04928 3.56974 1.30595  -0.038
C3 -4.33309 4.02947 1.10170  -0.169
C4 -4.71761 5.31370 1.59113  -0.167
N1 -5.02925 6.34245 1.99543  0.196
C5 -5.26546 3.20322 0.42400  -0.165
C6 -4.88561 1.95667 -0.01873  -0.044
C7 -3.57623 1.47326 0.17008  -0.620
S2 -3.24049 -0.11268 -0.42070  0.731
C8 -6.60274 3.65210 0.19229  -0.163
N2 -7.68157 3.99118 -0.00653  0.198
H1 -2.33426 4.18654 1.83261  0.124
H2 -5.59911 1.32250 -0.52554  0.121
O1 7.71132 0.35148 -0.82723  0.110
N3 6.80431 -0.03533 -1.53414  -0.333
O2 6.94930 -0.51436 -2.64135  0.099
C9 5.44578 0.04546 -0.98332  -0.054
C10 5.35386 0.07908 0.36536  0.086
C11 4.09256 0.10070 1.01603  -0.106
C12 3.97122 0.12964 2.41589  0.041
C13 2.72085 0.14577 2.97286  0.001
C14 1.60990 0.09796 2.12785  -0.136
N4 1.68622 0.05477 0.80658  0.055
C15 2.91666 0.08533 0.24649  -0.111
C16 3.01742 0.13277 -1.19271  -0.104
N5 1.85826 0.25881 -1.87879  0.048
C17 1.91250 0.35703 -3.19544  -0.085
C18 3.10659 0.29363 -3.91131  0.017
C19 4.28928 0.16118 -3.23588  0.055
C20 4.27746 0.09722 -1.82494  -0.033
H3 6.26110 0.07040 0.95300  0.142
H4 4.85974 0.14723 3.03431  0.137
H5 2.57630 0.18769 4.04295  0.126
H6 0.61239 0.10426 2.54756  0.057
H7 0.97611 0.49570 -3.71759  0.125
H8 3.08251 0.34870 -4.99002  0.130
H9 5.22101 0.11388 -3.77242  0.118
C21 -2.18364 -1.01673 2.98737  -0.253
P1 -1.21239 -1.82799 1.65542  0.767
C22 -0.08902 -2.88081 2.66707  -0.243
C23 -2.41017 -3.12500 1.13799  -0.260
H10 -2.53148 -1.76203 3.70245  0.057
H11 -3.03993 -0.51173 2.53933  0.035
H12 -1.58221 -0.27018 3.50699  0.036
H13 -0.67386 -3.48308 3.36150  0.053
H14 0.61197 -2.26774 3.23346  0.030
H15 0.48077 -3.54164 2.01274  0.052
H16 -2.69610 -3.73238 1.99605  0.056
H17 -1.95273 -3.76454 0.38167  0.044
H18 -3.29938 -2.65778 0.71749  0.014
O3 -0.74689 1.95249 -1.53972  -0.135
C24 -0.01595 2.29437 -0.69239  -0.214
C25 -1.90850 -3.00276 -3.14371  -0.064
S3 -0.50489 -1.97941 -2.77523  0.493
O4 -0.13927 -2.23410 -1.35343  -0.401
O5 0.56132 -2.24260 -3.68650  -0.212
O6 -1.01027 -0.58564 -2.82838  -0.387
H19 -1.60204 -4.04443 -3.10196  0.093
H20 -2.24308 -2.72681 -4.14100  0.095
H21 -2.68028 -2.78206 -2.40712  0.077

Calculated values
**Frontier orbital gap (alpha / beta)**: 5.51 / 5.46 eV
**Spin multiplicity**: 1
**LUMO (alpha / beta)**: -5.191 / -5.239 eV
**E_HOMO (alpha / beta)**: -10.70 / -10.70 eV
**Net charge**: +1


No. 4
This record from the Open Molecules 2025 dataset describes a structure of composition C25H21F10N5OTi. The level of theory is the ωB97M-V functional and the def2-TZVPD basis.

Last column: Mulliken spin population.
Cartesian coordinates (Å):
Ti1 0.13121 0.04740 0.06939  0.859
C1 0.51954 1.12705 2.98120  0.016
N1 0.34595 -0.17404 2.30653  -0.034
C2 -0.80302 -0.93998 2.84478  0.013
C3 -1.18007 -2.03390 1.84281  0.017
N2 -0.88672 -1.55047 0.48703  0.033
C4 -1.08565 -2.48668 -0.55107  -0.002
C5 -0.55626 -3.77139 -0.55836  -0.028
F1 0.23919 -4.16870 0.44221  0.000
C6 -0.77814 -4.66840 -1.58792  0.002
F2 -0.23436 -5.87955 -1.54383  0.000
C7 -1.52487 -4.29361 -2.68356  0.001
F3 -1.71134 -5.13212 -3.69402  0.000
C8 -2.05248 -3.02029 -2.72714  0.001
F4 -2.75884 -2.62528 -3.78766  0.000
C9 -1.84465 -2.15762 -1.67455  -0.021
F5 -2.39104 -0.93170 -1.78207  0.001
C10 1.56152 -1.01112 2.48771  0.001
C11 2.67817 -0.55385 1.58440  0.022
N3 2.09031 -0.21654 0.28253  0.035
C12 3.04396 0.07621 -0.70828  0.022
C13 4.12370 -0.72142 -1.06152  -0.004
F6 4.29576 -1.91627 -0.48743  0.000
C14 5.01941 -0.35900 -2.05508  0.000
F7 6.00906 -1.18192 -2.38340  0.000
C15 4.87453 0.82983 -2.73532  -0.001
F8 5.71109 1.15759 -3.71317  0.000
C16 3.83784 1.67132 -2.38960  -0.001
F9 3.68600 2.84751 -3.00118  0.000
C17 2.97935 1.29251 -1.38652  -0.006
F10 2.06653 2.20589 -0.99766  -0.003
H1 0.85717 1.00659 4.01380  0.002
H2 -0.42702 1.66299 2.98900  0.003
H3 1.25458 1.72280 2.44391  -0.004
H4 -1.62460 -0.25173 3.03004  -0.003
H5 -0.54524 -1.38433 3.80848  -0.002
H6 -2.24384 -2.26990 1.94628  -0.002
H7 -0.64178 -2.95123 2.06904  -0.001
H8 1.29688 -2.03232 2.22575  -0.004
H9 1.86113 -0.99143 3.53849  0.001
H10 3.41031 -1.35489 1.51525  0.001
H11 3.19553 0.31561 2.00535  -0.001
C18 -0.32416 -0.21950 -4.21178  0.001
C19 -0.21209 0.58558 -2.95386  0.000
O1 0.28404 0.07050 -1.93204  -0.004
N4 -0.66781 1.83526 -2.99359  0.000
C20 -0.62314 2.87599 -1.96072  -0.006
C21 -1.50750 2.63741 -0.75910  0.032
C22 -2.45102 3.59884 -0.43320  -0.003
C23 -3.33076 3.38293 0.61028  0.012
C24 -3.29811 2.15498 1.24489  -0.002
C25 -2.33583 1.24840 0.86037  0.044
N5 -1.38232 1.50462 -0.05351  0.013
H12 0.22600 -1.14648 -4.08947  -0.001
H13 0.07223 0.33175 -5.06556  0.000
H14 -1.37394 -0.45182 -4.40408  0.000
H15 -1.04586 2.12139 -3.88221  0.001
H16 -0.99080 3.77178 -2.45000  0.000
H17 0.40154 3.07693 -1.67252  0.002
H18 -2.50185 4.50948 -1.01737  0.000
H19 -4.05353 4.13897 0.89082  0.000
H20 -4.01667 1.88736 2.00721  0.000
H21 -2.33003 0.25569 1.27329  -0.003

Calculated values
**Frontier orbital gap (alpha / beta)**: 7.27 / 7.46 eV
**Spin multiplicity**: 2
**LUMO (alpha / beta)**: -3.374 / -3.432 eV
**ΔE to the lowest compared entry with this formula, charge and spin**: 0.0 kJ/mol
**E_HOMO (alpha / beta)**: -10.65 / -10.89 eV
**Net charge**: +1


Number 1: strongest force on any atom 0.62 eV/Å, calculated total energy -71470.6313 eV. Number 2: strongest force on any atom 1.18 eV/Å, calculated total energy -59834.8161 eV. Number 3: strongest force on any atom 5.62 eV/Å, calculated total energy -100716.6215 eV. Number 4: strongest force on any atom 1.92 eV/Å, calculated total energy -86049.1532 eV.